# 1
Molecular formula: C2H4O2
Method: DFT, the ωB97M-V functional and the def2-TZVPD basis

Structure (XYZ):
```
8
Properties=species:S:1:pos:R:3:forces:R:3
O -0.512083 -1.768415 -0.023213 -1.4 0.5 0.4
C -1.025452 -0.705809 0.174614 3.9 2.2 -0.7
C 0.250195 0.651521 0.063422 -0.2 -1.0 0.1
O 1.241964 0.033747 -0.652049 0.8 -0.3 0.0
H -1.499040 0.234599 0.247532 -3.1 -0.8 0.5
H 0.502780 0.871846 1.121448 0.0 -0.1 -0.2
H -0.046938 1.603933 -0.434743 -0.3 -0.7 0.2
H 1.088573 -0.921421 -0.497011 0.3 0.1 -0.2
```
Forces are in eV/Å.

Summary:
Total charge: 0
Lowest unoccupied orbital energy in eV: 0.4287
SMILES: O=CCO
Kohn-Sham gap in eV: 9.04
Energy in hartree: -228.9433

# 2
Molecular formula: C2H4O2
Method: DFT, the ωB97M-V functional and the def2-TZVPD basis

Structure (XYZ):
```
8
Properties=species:S:1:pos:R:3:forces:R:3
C -1.287356 0.044702 -0.262971 1.4 -0.3 -4.3
C 0.005704 0.046776 0.459881 -0.1 0.0 0.3
O -2.377693 -0.680996 0.038802 -0.1 -2.3 0.2
O -2.388860 0.749074 0.028467 -0.1 2.4 0.1
H -0.863588 0.000313 -2.072666 -1.0 0.1 3.7
H 0.596811 -0.805515 0.138297 0.0 0.0 -0.1
H -0.157358 -0.012345 1.537765 -0.1 0.0 0.0
H 0.546039 0.959737 0.224059 0.0 0.0 -0.1
```
Forces are in eV/Å.

Summary:
Total charge: 0
Lowest unoccupied orbital energy in eV: 0.4368
Kohn-Sham gap in eV: 10.34
Energy in hartree: -228.8493

# 3
Molecular formula: C2H4O2P
Method: DFT, the ωB97M-V functional and the def2-TZVPD basis

Structure (XYZ):
```
9
Properties=species:S:1:pos:R:3:forces:R:3
C -0.677001 0.423974 -0.325675 -2.6 2.0 2.1
C 0.540677 0.289405 0.572648 3.6 1.8 -1.2
O -0.691345 -0.713906 -1.169225 -0.2 -1.2 -1.5
O 1.002456 -1.048900 0.329292 0.2 -2.5 -0.3
P 0.279589 -1.883142 -0.798896 0.3 1.9 0.9
H -1.515183 0.228503 0.409662 0.3 0.6 -1.2
H -0.907347 1.420391 -0.904243 0.9 -2.2 1.0
H 1.467991 0.901517 0.222499 -1.8 -0.6 0.6
H 0.500163 0.382159 1.663937 -0.8 0.2 -0.4
```
Forces are in eV/Å.

Summary:
Total charge: +1
Lowest unoccupied orbital energy in eV: -6.7269
Kohn-Sham gap in eV: 9.73
Energy in hartree: -570.1528

# 4
Molecular formula: C2H4O2P2
Method: DFT, the ωB97M-V functional and the def2-TZVPD basis

Structure (XYZ):
```
10
Properties=species:S:1:pos:R:3:forces:R:3
C -1.892656 1.227679 0.195599 0.7 -1.8 -0.7
C 0.521904 -0.569094 -0.093636 -0.1 1.9 0.7
O 0.671471 2.236529 0.665878 1.4 1.0 0.4
O -4.616351 0.101851 -0.488844 0.9 0.8 0.3
P -3.172721 -0.198468 -0.395888 1.7 0.6 0.5
P -0.167334 1.123704 0.298192 -3.9 -2.1 -1.2
H -2.189834 2.242611 0.365788 -0.4 0.5 0.2
H 1.406878 -0.681736 0.547673 -0.5 -0.4 -0.1
H -0.335604 -1.188311 0.102750 0.0 -0.7 0.4
H 0.783200 -0.684156 -1.132448 0.2 0.3 -0.4
```
Forces are in eV/Å.

Summary:
Total charge: 0
Lowest unoccupied orbital energy in eV: -1.0150
Kohn-Sham gap in eV: 8.47
Energy in hartree: -911.7566

# 5
Molecular formula: C2H4O2S
Method: DFT, the ωB97M-V functional and the def2-TZVPD basis

Structure (XYZ):
```
9
Properties=species:S:1:pos:R:3:forces:R:3
C -0.727134 -0.824720 -0.168257 2.2 1.0 -0.6
C 0.027027 0.400901 0.069418 2.4 0.3 -1.1
O -4.612553 -0.374265 0.111564 2.0 0.8 -0.1
O -2.052628 -0.799762 -0.111627 -3.7 -0.9 0.0
S -3.339539 0.390928 0.084073 0.3 -1.6 -0.1
H -0.111445 -1.729076 -0.224667 -1.3 -0.3 0.0
H 0.857067 0.699933 -0.746818 -1.9 -0.7 1.6
H 0.546566 0.243904 1.007078 0.6 0.3 0.3
H -0.631146 1.210597 0.241480 -0.6 1.2 -0.1
```
Forces are in eV/Å.

Summary:
Total charge: 0
Lowest unoccupied orbital energy (spin up / spin down) in eV: 0.3814 / -1.6023
Expectation value of S²: 2.0079
2S+1: 3
Kohn-Sham gap (spin up / spin down) in eV: 7.05 / 9.59
Energy in hartree: -627.1217

# 6
Molecular formula: C2H4O2Si
Method: DFT, the ωB97M-V functional and the def2-TZVPD basis

Structure (XYZ):
```
9
Properties=species:S:1:pos:R:3:forces:R:3
C 0.244222 0.718639 -0.209105 1.4 0.5 -0.8
C 0.405524 -0.684007 0.215655 3.7 -1.0 2.7
O -1.097469 1.123348 -0.136731 -1.5 0.4 0.7
O -0.485407 -1.474508 -0.275798 -6.4 -0.6 -0.7
Si -2.302435 0.094684 0.082815 1.8 -2.0 -0.7
H 0.511235 0.807323 -1.255602 0.3 0.2 -0.2
H 0.835320 1.364636 0.399876 0.5 0.7 0.3
H 0.563146 -0.816619 1.396808 -0.4 0.7 -1.6
H 1.325860 -1.133498 -0.217917 0.7 1.1 0.4
```
Forces are in eV/Å.

Summary:
Total charge: 0
Lowest unoccupied orbital energy in eV: -0.7242
Kohn-Sham gap in eV: 7.76
Energy in hartree: -518.5159

# 7
Molecular formula: C2H4O3
Method: DFT, the ωB97M-V functional and the def2-TZVPD basis

Structure (XYZ):
```
9
Properties=species:S:1:pos:R:3:forces:R:3
O 0.594269 -0.418078 -2.568102 0.1 0.0 0.1
C -0.057060 -0.952598 -1.729238 -0.1 0.5 -0.3
O -1.237101 -0.431715 -1.311330 -0.3 -0.2 -0.2
H 0.267285 -1.844014 -1.198275 -0.1 -0.5 0.2
H -1.860163 -1.124091 -1.041915 0.3 0.1 0.2
C 0.565575 1.181831 1.973752 0.2 0.1 -0.5
O 0.880569 2.337304 1.983154 -0.1 0.1 0.4
H 0.562246 0.634123 1.014001 -0.1 -0.2 0.1
H 0.284377 0.617240 2.877957 0.0 0.1 0.1
```
Forces are in eV/Å.

Summary:
Total charge: 0
Lowest unoccupied orbital energy in eV: 0.3556
SMILES: O=CO.C=O
Kohn-Sham gap in eV: 10.61
Energy in hartree: -304.2873

# 8
Molecular formula: C2H4O3
Method: DFT, the ωB97M-V functional and the def2-TZVPD basis

Structure (XYZ):
```
9
Properties=species:S:1:pos:R:3:forces:R:3
O 2.271180 -0.374430 -0.170468 -5.9 2.4 0.9
C 1.091802 0.150967 -0.013926 3.7 -3.4 -1.2
O 0.948370 1.466781 -0.034078 -1.6 1.6 1.1
C -0.280583 -0.738186 0.022322 1.9 3.2 1.2
O -1.258133 0.437428 -0.211959 -3.9 -5.7 2.8
H 0.043990 1.934169 0.264939 2.5 -2.5 -1.1
H -0.395435 -1.263561 -0.896340 0.5 -1.0 -0.3
H -0.231404 -1.437631 1.012952 -0.8 2.0 -2.3
H -2.189791 -0.175538 0.026554 3.6 3.3 -1.2
```
Forces are in eV/Å.

Summary:
Total charge: 0
Lowest unoccupied orbital energy in eV: 0.1691
SMILES: O=C(O)CO
Kohn-Sham gap in eV: 10.34
Energy in hartree: -304.2469

# 9
Molecular formula: C2H4O3P
Method: DFT, the ωB97M-V functional and the def2-TZVPD basis

Structure (XYZ):
```
10
Properties=species:S:1:pos:R:3:forces:R:3
C -2.728586 -0.276680 -0.135432 0.1 0.2 -0.1
C 0.470694 0.893505 0.320970 -0.9 0.5 0.4
O -2.425938 -1.277939 0.348716 0.3 -0.7 0.4
O -3.157436 0.682091 -0.615393 -0.2 0.6 -0.3
O 1.852978 0.839241 -0.181282 0.0 0.7 0.0
P 2.237146 -0.562129 -0.771475 0.6 -1.1 0.0
H 0.405015 0.183853 1.176330 0.2 0.2 0.0
H 0.391151 1.918451 0.731481 0.0 -0.2 0.1
H 1.983618 -1.405660 0.370584 0.3 -0.1 0.0
H 0.971361 -0.994731 -1.244495 -0.2 0.0 -0.4
```
Forces are in eV/Å.

Summary:
Total charge: -1
Lowest unoccupied orbital energy in eV: 3.4762
Kohn-Sham gap in eV: 5.01
Energy in hartree: -645.6455

# 10
Molecular formula: C2H4O3PS
Method: DFT, the ωB97M-V functional and the def2-TZVPD basis

Structure (XYZ):
```
11
Properties=species:S:1:pos:R:3:forces:R:3
H -0.538138 -2.298478 1.034776 -1.6 -0.2 1.5
P 0.624196 -2.224215 0.387114 1.1 3.1 -2.1
C 0.313967 -0.515682 -0.005314 0.9 -2.8 1.2
C 0.917439 0.343401 -1.019583 2.6 2.2 -0.7
S -0.905226 0.473518 0.779463 -2.0 0.6 3.0
O -0.180628 1.629268 1.358865 -0.3 -1.3 -0.7
O -1.747349 0.788689 -0.348671 -0.4 0.6 -1.1
O -1.663560 -0.288298 1.796426 1.3 0.2 -0.8
H 2.009118 0.252172 -1.276949 -1.1 -0.8 0.1
H 0.879133 1.442102 -0.830912 -0.1 -0.7 1.0
H 0.291047 0.397521 -1.875215 -0.4 -0.8 -1.2
```
Forces are in eV/Å.

Summary:
Total charge: -1
Lowest unoccupied orbital energy in eV: 3.3657
SMILES: [H]/P=C(/C)S(=O)(=O)[O-]
Kohn-Sham gap in eV: 8.35
Energy in hartree: -1043.8767

# 11
Molecular formula: C2H4O3S2
Method: DFT, the ωB97M-V functional and the def2-TZVPD basis

Structure (XYZ):
```
11
Properties=species:S:1:pos:R:3:forces:R:3
C 0.685214 0.996748 -0.625368 -0.2 -1.4 3.1
C 1.238995 -0.146913 0.275838 0.4 0.3 -1.5
O -1.269171 -1.304305 0.061379 -0.8 0.3 -0.1
O -2.959182 0.458355 0.152385 -1.2 0.0 -0.3
O -0.711520 1.207413 -0.246923 0.0 -0.3 0.2
S 0.527067 -1.497325 -0.264167 -0.3 -0.8 1.7
S -1.682390 0.130284 0.676929 1.5 0.5 -0.1
H 1.231919 1.901200 -0.412573 0.0 0.4 -0.4
H 0.663576 0.675167 -1.623030 0.3 -0.1 -1.7
H 1.799978 0.018569 1.180643 -0.6 -0.1 0.3
H 0.475514 -2.439189 0.824884 0.9 1.2 -1.3
```
Forces are in eV/Å.

Summary:
Total charge: 0
Lowest unoccupied orbital energy in eV: -0.3621
Kohn-Sham gap in eV: 8.56
Energy in hartree: -1100.5461

# 12
Molecular formula: C2H4O4P
Method: DFT, the ωB97M-V functional and the def2-TZVPD basis

Structure (XYZ):
```
11
Properties=species:S:1:pos:R:3:forces:R:3
C -0.159919 0.239909 -1.659237 -1.7 0.0 0.6
C -1.067682 0.253642 -0.648063 1.6 0.5 -2.8
O -0.969632 0.138046 0.620609 1.2 -0.1 3.0
P 0.550277 0.124641 1.599943 -1.1 -1.4 -1.3
O 0.078705 -0.606691 2.789066 0.1 -0.2 0.2
O 1.131604 1.471276 1.641570 0.3 0.0 -0.5
O 1.417491 -0.929426 0.591340 0.2 2.4 1.1
H -0.664922 0.398774 -2.566155 -0.6 0.2 -1.4
H 0.871028 0.123884 -1.802674 1.3 -0.2 0.9
H -2.055865 0.467701 -1.029657 -0.6 -0.1 0.4
H 0.868915 -1.681755 0.463258 -0.7 -1.1 -0.1
```
Forces are in eV/Å.

Summary:
Total charge: -1
Lowest unoccupied orbital energy in eV: 4.0910
SMILES: C=CO[P@](=O)([O-])O
Kohn-Sham gap in eV: 8.83
Energy in hartree: -721.0776